# C6H11F2I

2 unconnected molecules or ions with the total composition C6H11F2I at a distorted geometry (the ωB97M-V functional and the def2-TZVPD basis, the OMol25 dataset).

Structure (XYZ):
```
20
Properties=species:S:1:pos:R:3:forces:R:3:lowdin_charge:R:1
C -1.7862 0.7604 0.9831 -0.4 0.7 -2.6 -0.12
C 0.8497 0.5523 -1.8980 1.3 4.7 0.9 -0.15
C 0.6681 -1.9572 0.7181 -1.6 -1.0 -0.1 -0.02
C -1.2039 0.5869 -0.4982 0.9 -2.2 3.6 -0.30
C 0.2842 0.8998 -0.5455 -0.6 -2.5 1.6 -0.77
C 1.2157 -0.5501 0.9255 -2.1 1.5 -3.0 -0.47
F 1.0078 -0.0949 2.1592 0.2 0.0 0.1 0.05
F 2.5012 -0.3674 0.6035 0.1 -0.5 0.2 0.06
I 0.8553 2.7388 0.2998 0.1 0.2 -0.1 0.92
H -2.0115 1.8279 1.0161 0.9 0.2 1.0 0.04
H -2.8031 0.4271 1.0440 -0.6 -1.0 -0.1 0.05
H -1.1772 0.2662 1.7386 -0.1 0.7 0.0 0.06
H 1.2257 -0.3834 -2.0005 0.8 -3.1 -0.1 0.03
H 1.7285 1.2560 -1.9247 -0.5 -0.9 -0.8 0.06
H 0.1816 0.8173 -2.7087 -0.2 0.0 -0.1 0.08
H -0.5107 -2.0443 0.7579 2.4 0.7 0.2 0.12
H 0.9253 -2.4499 -0.2413 0.1 0.9 0.3 0.08
H 1.0590 -2.6635 1.4792 -0.2 0.6 -0.1 0.09
H -1.8930 0.8729 -1.2510 -0.2 1.2 -0.9 0.10
H -1.1164 -0.4949 -0.6572 -0.4 -0.2 -0.2 0.08
```
Forces are in eV/Å.

Results
DFT total energy in eV: -19933.20116
Largest force on an atom in Eh/bohr: 0.0959
E_HOMO in eV: -8.406
Relative energy (zero: lowest compared OMol25 entry of this formula, charge and spin) in kcal/mol: 15.61
Net charge: 0

***

# C3H7NOS

A single C3H7NOS molecule at a distorted geometry (the ωB97M-V functional and the def2-TZVPD basis, the OMol25 dataset).

Structure (XYZ):
```
13
Properties=species:S:1:pos:R:3:forces:R:3:lowdin_charge:R:1
C 1.2104 -1.7877 -1.4494 -0.5 2.7 0.0 -0.04
C 0.5411 -1.0450 -0.2715 0.8 0.1 -0.6 -0.44
O 1.3887 -0.0478 0.2626 0.6 0.0 0.3 -0.13
C -0.7583 -0.4026 -0.6987 -0.4 -1.7 -0.6 -0.27
N -1.3690 0.5342 -0.1433 -0.2 1.1 0.4 -0.34
S -0.6626 1.3647 1.1613 -0.2 0.1 0.3 0.77
H 2.1404 -2.1843 -1.1498 1.1 -0.5 0.4 0.06
H 1.3988 -1.0091 -2.2646 -0.4 -1.2 0.8 0.11
H 0.5675 -2.5671 -1.7564 -0.6 -0.8 -0.8 0.06
H 0.4018 -1.7300 0.5791 -0.3 0.1 -0.3 0.15
H 1.7238 0.5357 -0.4272 -0.1 -0.1 -0.1 0.10
H -1.3214 -0.8584 -1.5358 0.5 0.0 0.3 0.12
H -1.7950 2.0329 1.3933 -0.1 0.2 0.1 -0.15
```
Forces are in eV/Å.

Results
DFT total energy in eV: -17596.03076
Largest force on an atom in Eh/bohr: 0.0536
E_HOMO in eV: -8.816
Relative energy (zero: lowest compared OMol25 entry of this formula, charge and spin) in kcal/mol: 43.78
Net charge: 0
Structure (SMILES): C[C@@H](O)/C=N\S